No. 1
This record from the OMol25 dataset describes a structure of composition C31H40AsBN10PtS. The level of theory is the ωB97M-V functional and the def2-TZVPD basis.

Calculated values
LUMO (alpha / beta): -9.5 / -9.7 eV
E_tot: -123270.997 eV
ΔE to the lowest compared entry with this formula, charge and spin: 0.0000 eV
HOMO level (alpha / beta): -15.993 / -15.908 eV
gap between HOMO and LUMO (alpha / beta): 6.451 / 6.176 eV
charge: +3
multiplicity: 2

Cartesian coordinates (Å):
Pt -0.5275 -0.7524 0.8039
As -1.4187 3.4118 -3.7648
S -1.4497 2.2074 -1.9115
N 0.9338 -2.0341 0.4245
N 0.4351 -3.1098 1.0563
N 0.3367 1.1316 -0.2918
N -3.3256 -0.7246 1.7808
N -2.7563 -2.4628 0.0410
N -4.1044 -3.1164 2.0153
N -2.3000 0.1381 1.4694
N -1.6855 -1.7980 -0.4809
N 0.7352 0.1134 2.1570
N -5.0192 -2.7922 3.0013
C -0.9726 0.1576 4.8517
C -3.1894 -3.3644 -0.8806
C -5.4382 -3.9264 3.4966
C -4.2925 -0.0446 2.4474
C 2.6551 -3.3251 0.8407
C 1.2120 3.0556 -1.2923
C -3.2173 3.2573 -4.3942
C -2.3781 -3.2934 -1.9763
C -3.8992 1.2580 2.5626
C -1.0164 5.2484 -3.4038
C 1.3835 1.1589 1.8444
C 2.2813 -2.1061 0.3032
C -0.3498 -0.8565 4.1300
C -2.6359 1.3302 1.9645
C -2.7619 -1.3437 5.4195
C -0.9356 -2.1176 4.0600
C -2.1401 -2.3586 4.7067
C 1.7146 2.9551 -0.0581
C 1.4701 -3.9063 1.3113
C -2.1761 -0.0859 5.4963
C -4.7826 -5.0400 2.8666
C -1.7693 2.5404 1.9199
C -1.4218 -2.3079 -1.6784
C -0.1836 2.6777 -5.0313
C 0.9608 -0.5877 3.4403
C 1.1413 1.7420 0.5117
C 0.3231 1.8778 -1.5466
C -0.2688 -1.8775 -2.5110
C -3.9597 -4.5003 1.9477
C -6.4607 -3.9801 4.5738
C 3.1093 -1.0555 -0.3591
B -3.3949 -2.1180 1.3186
H -6.7544 -2.9781 4.8763
H 0.7343 1.2369 -2.3329
H -3.4300 2.2169 -4.6299
H -1.3619 2.7184 0.9273
H -4.9133 -6.0844 3.0938
H -3.8988 3.6218 -3.6273
H 0.4819 -2.6685 -2.5385
H -7.3445 -4.5174 4.2287
H -0.2927 3.2411 -5.9589
H -4.0691 -3.9584 -0.6975
H -0.9531 2.4545 2.6398
H -2.6446 0.6955 6.0797
H -3.3122 3.8719 -5.2895
H -0.5950 -1.6930 -3.5344
H 2.4826 -0.2874 -0.8131
H -2.4554 -3.8689 -2.8824
H 1.4435 3.8173 -2.0219
H 0.8384 2.7824 -4.6712
H -6.0737 -4.5180 5.4399
H 1.6329 0.0163 4.0524
H -2.3566 3.4110 2.2028
H 0.2001 -0.9843 -2.1037
H -0.4371 -2.9142 3.5224
H 3.7904 -0.5793 0.3488
H 0.0112 5.3578 -3.0660
H -1.7039 5.6162 -2.6444
H -0.4964 1.1280 4.9517
H 1.3239 -4.8630 1.7866
H -0.4253 1.6315 -5.2083
H -1.1552 5.8056 -4.3313
H 2.1052 1.6031 2.5248
H 2.4138 3.6153 0.4324
H -2.5800 -3.3473 4.6727
H 3.7231 -1.4913 -1.1467
H -5.1750 -0.5659 2.7774
H -3.2480 -4.9613 1.2837
H -3.6938 -1.5366 5.9344
H -4.4381 2.0631 3.0309
H 3.6454 -3.7486 0.8549
H 1.4634 -1.5222 3.1762


No. 2
This record from the OMol25 dataset describes a cluster of 2 separate species, C9H9N3O2 in total in a non-equilibrium geometry. The level of theory is the ωB97M-V functional and the def2-TZVPD basis.

Calculated values
LUMO: 0.0 eV
E_tot: -18040.553 eV
ΔE to the lowest compared entry with this formula, charge and spin: 5.2014 eV
HOMO level: -9.082 eV
gap between HOMO and LUMO: 9.052 eV
multiplicity: 1

Cartesian coordinates (Å):
O -1.5056 -2.1763 -1.0115
O -1.0649 2.4286 -1.3593
N -1.2955 0.1697 -1.3309
N 0.8641 -0.7564 1.3048
N -2.2713 -0.9279 0.4835
C -1.7750 -0.9537 -0.7418
C 2.1414 0.1444 -0.9483
C 1.6976 -1.1103 -0.9353
C 1.9113 1.1459 0.0784
C -1.4235 1.4159 0.7949
C 1.0235 -1.5283 0.1370
C -1.2287 1.4110 -0.6470
C 1.2829 0.6202 1.1679
C -1.9353 0.1698 1.2932
H -1.9582 0.0204 2.5221
H 2.8516 0.4162 -1.8383
H 2.3698 -1.9199 -1.5007
H 2.1547 2.1236 -0.0069
H -1.3148 2.4232 1.1008
H 1.4469 1.2596 2.0598
H -0.7911 -0.0401 -2.1230
H 0.7010 -2.6066 0.2903
H -1.8810 -1.7291 1.2104